1.
DFT (wB97M-V/def2-TZVPD) results for C17H26ClN2O7RuS5 as an isolated structure in a non-equilibrium geometry.

Results
- Total energy: -104641.02853 eV
- Orbital gap (alpha / beta): 0.218 / 0.215 Ha
- <S²>: 8.7666
- Energy above the lowest of the compared OMol25 structures with the same formula, charge and spin: 17.1 kJ/mol
- Spin multiplicity: 6
- Lowest unoccupied orbital energy (alpha / beta): 0.09 / -0.08 eV

Last column: Löwdin spin population.
Element x y z (Å)
Ru1 1.28 4.19 17.23  3.7121
Cl1 2.82 4.48 12.41  0.0011
S1 -0.21 5.66 14.57  0.0138
S2 1.57 8.74 19.23  0.0138
S3 0.35 6.06 18.61  0.2664
S4 3.42 4.87 18.32  0.3110
S5 4.43 7.70 18.85  0.0091
O1 1.37 3.10 20.14  0.0033
O2 -0.33 4.98 16.02  0.0935
O3 3.78 10.24 19.55  0.0079
O4 2.40 2.39 17.77  0.0742
O5 1.61 3.03 15.39  0.0846
O6 2.70 4.97 15.31  0.0768
O7 -0.48 3.43 18.05  0.0909
N1 -2.15 2.74 19.37  0.0112
N2 3.47 0.58 18.62  0.0070
C1 -2.98 2.68 18.15  0.0014
C2 -2.39 6.72 13.45  0.0012
C3 -1.51 6.95 14.66  0.0056
C4 4.25 -0.20 19.63  0.0019
C5 -2.45 5.24 13.09  0.0005
C6 2.72 1.68 18.79  0.0141
C7 3.74 0.21 17.24  0.0009
C8 0.01 2.97 20.49  0.0026
C9 1.78 7.05 18.75  0.0770
C10 -1.11 4.59 13.39  0.0031
C11 2.25 1.99 20.21  0.0020
C12 3.36 3.36 13.69  0.0045
C13 2.53 3.78 14.88  0.0117
C14 3.09 6.55 18.58  0.0614
C15 -0.88 3.09 19.22  0.0187
C16 -2.88 2.50 20.64  0.0023
C17 3.33 9.15 19.29  0.0055
H1 -3.39 7.12 13.57  0.0003
H2 3.69 -0.27 20.58  0.0001
H3 4.39 -1.21 19.26  0.0002
H4 -3.59 1.75 18.11  0.0003
H5 -2.74 1.47 21.02  0.0004
H6 -3.65 3.55 18.12  0.0002
H7 1.80 1.13 20.69  0.0003
H8 3.01 0.74 16.61  0.0002
H9 3.12 2.32 20.81  0.0006
H10 -3.25 4.76 13.69  0.0001
H11 5.26 0.24 19.82  0.0002
H12 -1.14 3.59 13.83  0.0001
H13 4.42 3.59 13.87  0.0007
H14 -1.03 7.94 14.67  0.0004
H15 3.68 -0.88 17.10  0.0001
H16 -1.97 7.25 12.54  0.0000
H17 -3.95 2.59 20.44  0.0003
H18 -0.20 3.89 21.05  0.0014
H19 -2.60 3.21 21.43  0.0002
H20 -0.45 4.58 12.50  0.0004
H21 4.78 0.50 16.90  0.0001
H22 -2.72 5.18 11.99  0.0001
H23 -0.18 2.05 21.07  0.0005
H24 3.24 2.34 13.34  0.0007
H25 -2.29 2.72 17.28  0.0002
H26 -2.01 6.77 15.62  0.0009

***

2.
DFT (wB97M-V/def2-TZVPD) results for C17H26FeN7O8P as an isolated structure in a non-equilibrium geometry.

Results
- Total energy: -88529.97249 eV
- Total charge: +1
- Orbital gap (alpha / beta): 0.173 / 0.188 Ha
- <S²>: 0.9062
- Energy above the lowest of the compared OMol25 structures with the same formula, charge and spin: 258.1 kJ/mol
- Spin multiplicity: 2
- Lowest unoccupied orbital energy (alpha / beta): -3.98 / -3.78 eV

Last column: Löwdin spin population.
Element x y z (Å)
Fe1 -0.10 0.19 0.41  0.9764
P1 0.74 2.20 0.97  -0.0173
O1 -0.34 3.17 1.67  -0.0022
O2 2.01 2.30 1.92  -0.0064
O3 1.78 -0.84 0.65  0.0078
O4 1.17 3.11 -0.26  -0.0034
O5 -1.19 -1.42 3.86  0.0014
O6 1.49 -0.15 -2.01  0.0009
O7 0.72 1.44 -3.42  -0.0080
O8 -0.48 0.04 2.31  0.0085
N1 -2.57 1.39 -0.97  0.0103
N2 -2.21 1.14 0.35  -0.0018
N3 -1.10 -1.65 0.36  -0.0083
N4 3.57 -2.15 0.88  -0.0003
N5 -1.90 1.63 -3.16  0.0216
N6 0.56 0.79 -2.35  -0.0030
N7 -0.41 0.84 -1.50  -0.0026
C1 -2.37 -3.02 1.87  -0.0002
C2 -2.41 -3.52 -0.47  -0.0003
C3 -1.51 -1.95 1.57  -0.0009
C4 -2.35 -4.06 -2.82  0.0000
C5 -2.84 -4.30 -1.57  0.0000
C6 -2.85 -3.78 0.85  -0.0004
C7 -1.60 1.31 -1.91  0.0286
C8 3.55 -0.64 -1.01  -0.0001
C9 -1.39 -3.04 -3.02  0.0000
C10 2.75 0.45 -1.66  -0.0009
C11 -1.50 -2.46 -0.68  -0.0010
C12 1.67 4.45 -0.08  -0.0006
C13 -0.97 -2.26 -1.98  -0.0004
C14 -0.60 3.11 3.09  -0.0002
C15 2.33 1.34 2.96  -0.0004
C16 2.88 -1.20 0.23  0.0014
C17 -1.02 -1.06 2.71  0.0013
H1 2.48 4.46 0.65  -0.0001
H2 3.23 0.83 -2.56  0.0000
H3 4.52 -0.23 -0.71  -0.0002
H4 2.58 1.28 -0.97  -0.0002
H5 -1.12 1.68 -3.82  0.0006
H6 -2.10 2.00 0.88  0.0003
H7 2.08 1.77 3.92  0.0000
H8 -0.61 2.07 3.43  0.0000
H9 -0.21 -1.52 -2.12  -0.0004
H10 -3.55 -5.10 -1.39  0.0000
H11 -2.89 0.53 0.78  0.0004
H12 -2.67 -4.67 -3.66  0.0000
H13 -2.79 2.03 -3.39  0.0008
H14 -3.54 -4.59 1.03  0.0000
H15 0.17 3.67 3.62  0.0000
H16 3.75 -1.45 -1.71  -0.0001
H17 4.47 -2.47 0.55  0.0001
H18 3.16 -2.58 1.69  0.0000
H19 3.40 1.17 2.91  0.0000
H20 2.04 4.77 -1.05  -0.0001
H21 1.78 0.41 2.82  -0.0002
H22 0.87 5.10 0.25  -0.0001
H23 -2.63 -3.18 2.91  0.0000
H24 -3.39 1.94 -1.16  -0.0004
H25 -0.97 -2.89 -4.00  0.0000
H26 -1.56 3.57 3.26  0.0000

***

3.
DFT (wB97M-V/def2-TZVPD) results for a 3-piece molecular cluster, C17H26N4O5 overall in a non-equilibrium geometry.

Results
- Total energy: -34249.31990 eV
- Orbital gap: 0.329 Ha
- Energy above the lowest of the compared OMol25 structures with the same formula, charge and spin: 74.8 kJ/mol
- Lowest unoccupied orbital energy: 0.05 eV

Last column: natural (NBO) charge in e.
Element x y z (Å)
O1 2.12 -2.44 0.19  -0.7173
O2 4.03 -0.16 2.37  -0.5180
O3 -1.06 1.31 -0.49  -0.6815
O4 -4.90 0.51 -0.16  -0.6507
O5 2.69 1.64 -1.51  -0.5307
N1 -0.47 -3.25 0.54  -0.8246
N2 -5.96 -0.31 1.63  -0.6124
N3 -0.96 3.28 -1.53  -0.6115
N4 2.79 0.49 0.50  -0.5171
C1 -3.03 1.96 -1.70  -0.7369
C2 -0.13 -1.96 1.07  -0.2407
C3 1.41 -1.56 1.02  0.0450
C4 -3.51 -0.14 1.68  -0.7388
C5 4.80 -0.61 0.11  -0.0479
C6 5.09 -0.32 -2.26  -0.1626
C7 -6.08 -0.87 2.97  -0.4108
C8 3.87 -0.12 1.19  0.6885
C9 6.15 -1.21 -2.21  -0.2021
C10 1.43 -0.12 0.55  -0.2328
C11 -1.62 2.14 -1.19  0.6919
C12 4.42 -0.04 -1.08  -0.1795
C13 -4.83 0.05 0.97  0.6893
C14 6.52 -1.80 -1.00  -0.1881
C15 5.86 -1.50 0.19  -0.1957
C16 3.22 0.83 -0.81  0.7042
C17 -1.44 4.38 -2.34  -0.4102
H1 0.05 -4.00 0.97  0.3599
H2 -3.68 2.75 -1.32  0.2265
H3 -2.71 0.20 1.02  0.2689
H4 6.13 -1.95 1.13  0.2338
H5 2.11 -2.13 -0.72  0.4660
H6 -3.48 0.45 2.60  0.2235
H7 -2.45 4.20 -2.68  0.2137
H8 -0.37 -3.28 -0.46  0.3576
H9 1.76 -1.65 2.05  0.1857
H10 -6.56 -1.85 2.92  0.1979
H11 -0.79 4.50 -3.22  0.1969
H12 -1.41 5.31 -1.76  0.1951
H13 -0.02 3.33 -1.16  0.4069
H14 6.67 -1.44 -3.12  0.2194
H15 -3.04 1.96 -2.79  0.2170
H16 -6.69 -0.21 3.59  0.1963
H17 -5.10 -0.98 3.43  0.2144
H18 4.77 0.14 -3.19  0.2292
H19 -0.66 -1.23 0.45  0.2032
H20 7.34 -2.51 -1.01  0.2195
H21 -3.35 -1.19 1.92  0.2303
H22 0.83 0.45 1.25  0.2304
H23 -6.80 -0.16 1.11  0.3992
H24 0.99 -0.09 -0.44  0.2281
H25 -0.50 -1.84 2.08  0.1847
H26 -3.42 1.01 -1.34  0.2869

***

4.
DFT (wB97M-V/def2-TZVPD) results for C17H26N6O8TlV as an isolated structure in a non-equilibrium geometry.

Results
- Total energy: -73726.00246 eV
- Total charge: +2
- Orbital gap (alpha / beta): 0.228 / 0.203 Ha
- Lowest unoccupied orbital energy (alpha / beta): -9.27 / -9.73 eV

Last column: natural (NBO) charge in e.
Element x y z (Å)
Tl1 -0.19 2.98 1.01  0.9332
V1 -0.40 -0.15 -0.16  1.7467
O1 3.43 0.78 2.29  -0.2699
O2 -3.72 -1.68 0.93  -0.3658
O3 -1.32 0.15 7.29  -0.3140
O4 0.45 0.43 1.40  -0.7673
O5 2.21 2.61 2.39  -0.3785
O6 0.56 1.27 7.43  -0.3191
O7 -2.33 -2.15 3.04  -0.1779
O8 -1.10 -1.75 1.25  -0.4867
N1 0.23 1.79 -0.78  -0.8295
N2 -0.26 0.57 6.79  0.4845
N3 0.46 -1.43 -1.25  -0.3952
N4 -2.26 -0.48 -0.61  -0.7935
N5 -1.44 -1.51 2.50  0.5113
N6 2.47 1.43 2.72  0.5154
C1 -0.63 -3.62 -1.44  -0.6009
C2 1.70 1.67 -0.97  -0.4625
C3 0.43 0.11 2.68  0.4247
C4 -1.93 2.35 -1.82  -0.6318
C5 1.75 -1.76 -0.62  -0.4774
C6 0.00 1.73 -3.26  -0.6293
C7 -0.41 2.44 -1.98  0.1103
C8 -0.01 3.91 -2.11  -0.6328
C9 -0.85 -0.49 4.65  -0.0770
C10 1.40 0.72 3.50  -0.0122
C11 0.05 0.27 5.41  0.0345
C12 -0.62 -0.64 3.28  -0.0641
C13 -2.93 -1.13 0.25  0.8925
C14 1.21 0.84 4.86  -0.0765
C15 -1.10 -1.86 -3.11  -0.6193
C16 1.10 -2.97 -3.09  -0.6190
C17 -0.02 -2.44 -2.20  0.0735
H1 -2.39 2.86 -2.68  0.2578
H2 2.59 -1.47 -1.27  0.2690
H3 0.68 -3.63 -3.86  0.2612
H4 -0.35 4.53 -1.26  0.2072
H5 0.13 -4.10 -0.80  0.2200
H6 -0.61 2.09 -4.09  0.2541
H7 2.16 1.12 -0.13  0.2217
H8 -2.28 2.86 -0.91  0.2063
H9 1.87 -1.24 0.34  0.2315
H10 -2.29 1.32 -1.78  0.2374
H11 -1.72 -0.96 5.11  0.3095
H12 2.17 2.66 -1.03  0.2451
H13 1.05 1.95 -3.51  0.2260
H14 -1.45 -2.66 -3.78  0.2544
H15 -0.69 -1.07 -3.75  0.2237
H16 1.84 -2.84 -0.42  0.2605
H17 1.92 1.38 5.48  0.3067
H18 -0.50 4.32 -3.01  0.2627
H19 1.84 -3.56 -2.53  0.2251
H20 -1.46 -3.30 -0.80  0.2137
H21 1.95 1.13 -1.90  0.2282
H22 -0.12 0.64 -3.18  0.2008
H23 1.63 -2.15 -3.60  0.2275
H24 -1.96 -1.48 -2.55  0.2313
H25 -1.00 -4.37 -2.15  0.2644
H26 1.07 4.04 -2.22  0.2279